(1)
Here is a single C4H7ClS molecule in a non-equilibrium geometry from the Open Molecules 2025 dataset. Energies are from ωB97M-V/def2-TZVPD.

Values from the calculation:
Kohn-Sham gap (Eh): 0.37340
Total charge: 0
Calculated total energy (eV): -27617.804

The geometry in XYZ format:
```
13
Properties=species:S:1:pos:R:3:forces:R:3:mulliken_charge:R:1
S -1.89949 -0.96817 -0.37654 0.370 -0.093 1.224 -0.23
C -0.24387 -0.22823 -0.22870 0.092 -1.335 -0.079 0.43
C 0.95188 -1.25274 0.02736 -0.750 2.872 -0.570 -0.73
Cl 2.58032 -0.50636 -0.30183 -0.503 -0.211 -0.092 -0.21
C -0.20817 0.96420 0.64263 1.539 -0.104 -0.219 -0.79
C -0.13708 1.14240 -0.84769 1.192 0.447 -1.045 -0.46
H -2.17848 -0.82566 0.97925 0.078 -0.316 -1.176 0.13
H 0.97940 -1.42366 1.07638 -0.142 -0.598 0.716 0.34
H 0.86549 -2.11949 -0.56054 -0.075 -1.037 -0.622 0.43
H -1.14391 1.33352 0.95956 -0.502 0.200 1.348 0.38
H 0.73373 0.90580 1.23438 -1.051 0.991 -0.219 0.24
H -1.11976 1.46876 -1.26164 1.248 -0.113 0.080 0.27
H 0.81994 1.50965 -1.34262 -1.498 -0.702 0.655 0.19
```
Positions in Å, forces in eV/Å.

(2)
Here is a single C8H12 molecule in a non-equilibrium geometry from the Open Molecules 2025 dataset. Energies are from ωB97M-V/def2-TZVPD.

Values from the calculation:
Kohn-Sham gap (Eh): 0.32836
Total charge: 0
Calculated total energy (eV): -8484.518

The geometry in XYZ format:
```
20
Properties=species:S:1:pos:R:3:forces:R:3:mulliken_charge:R:1
C -1.01762 1.22065 -1.19924 -2.002 0.301 1.721 -1.50
C 0.15810 0.41496 -0.74218 0.532 -1.182 -0.498 2.07
C 1.46606 0.72861 -1.47961 -2.991 2.216 -3.115 -1.62
C 0.24269 0.06490 0.69783 0.631 -0.715 -1.369 0.69
C -0.64161 0.48005 1.77020 -1.378 -0.066 -3.006 -2.06
C 0.89096 -1.26102 0.72747 -0.315 -0.940 -0.100 -0.52
C -0.32248 -2.16396 0.65896 0.616 0.362 -0.602 -0.86
C -0.06843 -1.11162 -0.38885 1.131 1.032 0.945 -0.70
H -1.83835 0.57686 -1.50670 -0.043 -0.358 0.148 0.36
H -0.81736 1.76132 -2.08732 0.427 1.055 -0.529 0.43
H -1.50577 1.85480 -0.35133 1.206 -0.719 -1.647 0.25
H 2.22946 0.13433 -1.23921 2.726 -2.971 0.859 0.45
H 1.75789 1.64684 -1.03178 0.264 1.405 -0.067 0.42
H 1.45755 0.86196 -2.69620 -0.412 -0.418 3.088 0.29
H -1.60102 0.79853 1.45879 -1.376 -0.024 -0.545 0.47
H -0.30325 1.29572 2.23048 1.888 3.173 2.236 0.49
H -0.72006 -0.29531 2.40367 -0.485 -2.534 2.595 0.49
H 1.84770 -1.68356 0.95141 0.877 0.353 -0.630 0.37
H -0.17623 -3.18989 0.41571 0.312 -0.689 -0.798 0.26
H -1.03824 -2.13416 1.40790 -1.608 0.721 1.313 0.21
```
Positions in Å, forces in eV/Å.

(3)
Here is 2 unconnected molecules or ions with the total composition C4H11N3O2 in a non-equilibrium geometry from the Open Molecules 2025 dataset. Energies are from ωB97M-V/def2-TZVPD.

Values from the calculation:
Kohn-Sham gap (Eh): 0.37840
Total charge: 0
Calculated total energy (eV): -12892.140

The geometry in XYZ format:
```
20
Properties=species:S:1:pos:R:3:forces:R:3:mulliken_charge:R:1
H 0.72777 2.38439 2.19890 -0.110 -0.185 0.170 0.27
N 0.28380 2.36671 1.29412 0.502 0.835 -0.409 -0.74
C -0.52182 1.42446 1.08632 -0.449 0.042 0.048 0.68
N -1.08011 1.21864 -0.17386 -0.392 -0.090 -0.184 -0.53
N -0.97724 0.45050 1.97343 0.676 0.370 0.266 -0.34
C -0.19247 0.34122 3.21084 -0.719 0.755 -0.500 -1.10
H -1.07000 1.99630 -0.81516 0.296 0.253 0.238 0.22
H -2.01474 0.83768 -0.10587 0.100 -0.187 -0.193 0.21
H -0.99145 -0.41036 1.45508 -0.292 -0.583 0.131 0.28
H -0.19680 1.30494 3.72377 -0.154 0.021 -0.074 0.35
H 0.85121 0.14077 2.96396 0.016 -0.630 0.480 0.39
H -0.74966 -0.32667 3.85900 0.639 -0.480 0.100 0.33
C 1.45033 -2.24048 -2.68770 0.468 1.026 -1.195 -1.19
C 0.46578 -1.44311 -1.93381 -0.591 1.084 2.186 0.81
O -0.72324 -1.55057 -1.78040 -0.204 -0.750 -0.937 -0.56
O 1.11604 -0.47613 -1.22754 1.042 -0.177 -0.586 -0.48
H 2.36992 -2.26325 -2.11160 -0.091 -0.909 0.228 0.33
H 1.77946 -1.56980 -3.48219 -0.083 0.246 -0.309 0.32
H 1.08502 -3.10152 -3.22881 -0.027 -0.466 0.650 0.32
H 0.49649 0.14835 -0.81522 -0.627 -0.175 -0.111 0.42
```
Positions in Å, forces in eV/Å.

(4)
Here is 12 unconnected molecules or ions with the total composition H24O12 from the Open Molecules 2025 dataset. Energies are from ωB97M-V/def2-TZVPD.

Values from the calculation:
Kohn-Sham gap (Eh): 0.40168
Total charge: 0
Calculated total energy (eV): -24958.737

The geometry in XYZ format:
```
36
Properties=species:S:1:pos:R:3:forces:R:3:mulliken_charge:R:1
O 1.08695 2.54096 -4.30350 0.139 0.131 0.207 -0.64
H 0.86090 3.01591 -5.10321 -0.078 0.155 -0.184 0.32
H 0.95813 1.61923 -4.52727 -0.015 -0.329 -0.019 0.32
O -1.75404 1.63034 5.71095 0.079 0.198 -0.081 -0.63
H -1.53314 1.40098 6.61363 0.063 0.001 0.238 0.32
H -2.09715 0.81990 5.33451 -0.153 -0.197 -0.187 0.32
O 1.67520 4.83823 3.96634 0.219 0.043 0.140 -0.64
H 1.15734 4.04213 3.84686 -0.138 -0.243 -0.001 0.32
H 1.19438 5.51175 3.48528 -0.088 0.186 -0.133 0.32
O -5.81674 -0.47193 -2.15534 -0.021 0.213 0.033 -0.64
H -5.13874 -1.11255 -1.94050 0.250 -0.143 0.069 0.32
H -6.52619 -0.99114 -2.53392 -0.204 -0.087 -0.106 0.32
O 5.67390 1.19823 -4.15346 0.117 -0.068 0.180 -0.64
H 4.82740 1.62206 -4.29498 -0.272 0.118 0.025 0.32
H 6.02217 1.05782 -5.03393 0.127 -0.047 -0.201 0.32
O 2.65719 5.99925 -1.18088 -0.075 0.199 0.127 -0.64
H 3.48456 5.51889 -1.14988 0.220 -0.116 0.062 0.32
H 2.20427 5.64789 -1.94746 -0.158 -0.102 -0.186 0.32
O 1.46789 -1.95555 -4.53315 -0.063 0.225 -0.153 -0.63
H 0.79933 -2.35884 -3.97943 -0.206 -0.065 0.176 0.31
H 2.21249 -2.55518 -4.48572 0.245 -0.100 0.001 0.32
O -1.00979 -5.16509 2.65265 -0.204 0.142 -0.170 -0.63
H -0.89482 -6.11457 2.69163 0.003 -0.252 -0.007 0.31
H -0.42529 -4.82457 3.32988 0.170 0.137 0.152 0.32
O -4.12452 -1.83738 3.27880 0.066 0.179 0.158 -0.63
H -3.51865 -2.54536 3.05990 0.209 -0.204 -0.047 0.32
H -4.93512 -2.06597 2.82393 -0.232 0.007 -0.096 0.31
O 3.11535 -1.31024 3.20354 0.203 -0.118 -0.060 -0.64
H 2.33435 -0.91959 2.81154 -0.215 0.176 -0.199 0.32
H 2.83530 -1.58068 4.07799 -0.015 -0.038 0.230 0.31
O -0.05966 0.38949 0.36285 0.071 -0.023 0.277 -0.64
H -0.65339 -0.22759 -0.06486 -0.192 -0.170 -0.086 0.32
H 0.38163 0.83740 -0.35886 0.144 0.172 -0.169 0.32
O -2.16426 -3.49428 -1.83512 -0.014 0.280 -0.047 -0.63
H -2.13219 -4.08045 -2.59117 -0.020 -0.131 -0.223 0.32
H -2.16506 -4.07945 -1.07761 0.037 -0.127 0.281 0.32
```
Positions in Å, forces in eV/Å.

Among the records above, which one has the highest calculated total energy?
C8H12